No. 1
This record from the Open Molecules 2025 dataset describes C37H36ClFN3O3S2SbTa as an isolated structure at a distorted geometry. The level of theory is the ωB97M-V functional and the def2-TZVPD basis.

ORCA input file:
```
! RIJCOSX wB97M-V def2-TZVPD def2/J DEFGRID3
* xyz 1 1
Ta -0.8698 0.0971 0.2008
C 2.7015 -3.4236 -2.8843
C 2.1007 -4.1982 -1.8027
C 2.0780 -5.5972 -1.6644
C 1.4446 -6.2401 -0.5849
C 0.7550 -5.3892 0.3122
C 0.7079 -3.9973 0.0439
N 1.4083 -3.4383 -0.9113
Sb -0.9117 -2.8961 1.2235
C -1.1432 -1.3984 2.7975
C -1.4449 -1.9153 4.0823
C -1.3974 -1.0443 5.2044
C -1.0967 0.2844 4.9167
C -0.8559 0.7850 3.6125
C -0.3903 2.1860 3.3824
N -0.9248 -0.0885 2.5028
C -2.8001 -2.2718 0.5344
C -3.8162 -3.1895 0.7435
C -4.9727 -3.0816 -0.0497
C -5.0142 -2.0429 -0.9463
C -4.0314 -1.0718 -1.0310
C -4.2354 0.1042 -1.8637
N -2.9184 -1.1531 -0.1988
H 3.6020 -3.8897 -3.2428
H 2.9356 -2.3356 -2.6025
H 1.9811 -3.3485 -3.7641
H 2.5104 -6.1903 -2.5115
H 1.5480 -7.2936 -0.3396
H 0.1343 -5.7640 1.1095
H -1.5091 -2.9969 4.1955
H -1.7133 -1.3235 6.2028
H -1.0257 0.9658 5.7664
H 0.6109 2.2849 3.8760
H -1.0627 2.9000 3.9238
H -0.3864 2.4566 2.3275
H -3.6631 -3.9632 1.4885
H -5.8528 -3.7556 0.1025
H -5.8579 -1.9835 -1.6573
H -4.5449 0.9115 -1.2047
H -5.0464 -0.0852 -2.5594
H -3.3222 0.4926 -2.3577
C -0.6614 4.0449 -2.1419
C -1.0319 3.0777 -1.0588
S 0.1871 2.1528 -0.2598
C -2.3724 2.8611 -0.7446
C -3.4349 3.7887 -1.2788
S -2.8544 1.7690 0.4926
H 0.3813 4.3901 -2.0725
H -1.2872 4.9764 -2.1800
H -0.7373 3.6095 -3.1677
H -4.4113 3.3748 -1.1674
H -3.2887 4.0487 -2.3567
H -3.4058 4.7554 -0.7261
F -1.1521 -0.5084 -5.9520
C -0.7817 -0.5333 -4.6438
C 0.2263 0.2636 -4.1170
C 0.3878 0.3730 -2.7218
C -0.4933 -0.3324 -1.8674
C -1.2537 -1.3648 -2.4556
C -1.4832 -1.4156 -3.8290
H 0.8296 0.8712 -4.7909
H 1.0641 1.1116 -2.3665
H -1.4478 -2.2298 -1.8554
H -2.1721 -2.1951 -4.2905
C 4.3579 3.9244 -0.4637
C 4.0800 3.4373 0.9461
C 4.0892 4.3745 1.9931
C 3.8957 3.9644 3.3263
Cl 3.9172 5.0462 4.6257
C 3.5460 2.6659 3.5793
C 3.6175 1.7008 2.6027
C 3.7673 2.0307 1.2384
O 3.3953 1.1944 0.2499
C 3.4554 -0.2409 0.4328
C 2.1336 -0.7117 1.0606
O 2.1274 -1.3721 2.1188
O 1.0873 -0.3550 0.3658
H 4.7797 4.9428 -0.4292
H 3.4193 3.9258 -1.0659
H 5.0247 3.2899 -1.0383
H 4.1933 5.4233 1.7201
H 3.2636 2.3878 4.5987
H 3.4550 0.6417 2.8276
H 4.2603 -0.6039 1.0953
H 3.6169 -0.6564 -0.6051
*
```

Properties
- LUMO (Eh) = -0.155
- frontier orbital gap (eV) = 5.72
- total energy (hartree) = -3474.89517
- HOMO level (eV) = -9.95

No. 2
This record from the Open Molecules 2025 dataset describes C37H36GeIN8OSbSn as an isolated structure at a distorted geometry. The level of theory is the ωB97M-V functional and the def2-TZVPD basis.

ORCA input file:
```
! RIJCOSX wB97M-V def2-TZVPD def2/J DEFGRID3
* xyz 0 1
Sn 0.0128 0.0697 -2.1611
I -2.3253 0.5705 -4.0130
C -2.2370 -1.5989 -4.2791
C -3.2884 -2.1190 -4.9946
C -3.3061 -3.5082 -5.3325
C -2.3142 -4.3045 -4.8190
C -1.3093 -3.8081 -3.9939
C -0.3808 -4.6704 -3.3780
C 0.6702 -4.1810 -2.6361
C 0.8186 -2.7874 -2.4926
C -0.1488 -1.9323 -2.9764
C -1.2439 -2.4032 -3.7234
H -4.0368 -1.4365 -5.3891
H -4.0554 -3.9011 -6.0095
H -2.3450 -5.3687 -4.9457
H -0.4710 -5.7310 -3.5456
H 1.3845 -4.8615 -2.1942
H 1.6873 -2.3735 -1.9777
C 4.7128 -4.2626 2.0488
C 5.1630 -2.9386 2.0134
C 4.3627 -1.9279 1.4770
C 3.0879 -2.2171 0.9341
C 2.6661 -3.5615 0.8892
C 3.4783 -4.5628 1.4728
Sb 1.4767 -0.7685 0.5639
C 2.8548 0.7785 1.3937
C 3.0756 0.9609 2.7757
C 3.8652 2.0275 3.2466
C 4.4953 2.8943 2.3255
C 4.3711 2.6237 0.9528
C 3.5488 1.5852 0.4947
C 0.1179 -1.5293 2.1816
C -0.4827 -2.7642 1.9428
C -1.4906 -3.2509 2.7924
C -1.9289 -2.4614 3.8535
C -1.3393 -1.2173 4.0929
C -0.2920 -0.7484 3.2713
H 5.3097 -5.0391 2.5152
H 6.1389 -2.6732 2.3966
H 4.7348 -0.8961 1.5070
H 1.7456 -3.8575 0.3722
H 3.1322 -5.5837 1.4068
H 2.6374 0.2609 3.4702
H 3.9661 2.1829 4.3061
H 5.0161 3.7844 2.6781
H 4.8527 3.2327 0.2141
H 3.4282 1.4718 -0.5729
H -0.1901 -3.3457 1.0551
H -1.8807 -4.2481 2.6168
H -2.7587 -2.7833 4.4718
H -1.6910 -0.5557 4.8891
H 0.2120 0.2113 3.5162
N -0.4017 2.1613 1.3076
C 0.3788 3.1964 0.9122
O 0.8529 3.2220 -0.3703
C 0.9799 4.0575 1.8408
C 1.8960 5.0807 1.5013
N 2.7278 5.8630 1.2686
C 0.8612 3.6908 3.1840
N 0.7573 3.1893 4.2444
H -0.8875 1.6920 0.5448
H -0.8557 2.2089 2.2102
N -4.1565 -2.4267 0.5887
N -3.5096 -1.3587 0.0928
N -4.0133 -0.0675 0.1307
C -2.9854 0.5974 -0.3468
N -1.9237 -0.1785 -0.7036
N -2.2728 -1.4686 -0.4161
H -5.1213 -2.3672 0.9338
H -3.6136 -3.2824 0.4334
H -3.0645 1.6693 -0.4267
C -2.6463 4.4069 0.3633
Ge -1.7656 4.1694 -1.3606
C -0.8869 5.8774 -1.7899
C -3.1667 3.9085 -2.7055
C -0.1608 2.9402 -1.3278
H -3.4467 5.1941 0.2682
H -1.9225 4.7553 1.1541
H -3.1155 3.4769 0.7002
H -1.5321 6.7253 -1.5189
H -0.6389 5.9183 -2.8698
H 0.0669 5.9631 -1.2389
H -3.9357 4.6884 -2.5980
H -3.6601 2.9177 -2.6935
H -2.7232 4.0454 -3.7206
H 0.3784 3.0580 -2.2959
*
```

Properties
- ΔE to the lowest compared entry with this formula, charge and spin (kcal/mol) = 89.73
- LUMO (Eh) = -0.014
- frontier orbital gap (eV) = 5.09
- total energy (hartree) = -4773.67791
- HOMO level (eV) = -5.46

No. 3
This record from the Open Molecules 2025 dataset describes C37H36MnN4O5S as an isolated structure at a distorted geometry. The level of theory is the ωB97M-V functional and the def2-TZVPD basis.

ORCA input file:
```
! RIJCOSX wB97M-V def2-TZVPD def2/J DEFGRID3
* xyz 0 6
Mn 0.2954 -1.2523 -1.2412
O 0.8047 -0.5588 -2.9003
C 0.2836 -0.5971 -4.0842
C 0.9801 -0.0779 -5.1932
C 0.4549 -0.1342 -6.4681
C -0.7923 -0.7070 -6.6977
C -1.5165 -1.1968 -5.6353
C -1.0209 -1.1535 -4.3212
C -1.8340 -1.6472 -3.2656
N -1.5351 -1.6049 -1.9932
C -2.5140 -2.1183 -1.0494
C -1.9325 -1.9079 0.3588
N -0.5273 -2.2267 0.2498
C 0.0109 -3.1141 1.0571
C 1.2921 -3.6857 0.8843
C 1.8622 -4.4668 1.9083
C 3.0896 -5.0626 1.7620
C 3.8138 -4.8870 0.5779
C 3.2898 -4.1432 -0.4503
C 2.0163 -3.5352 -0.3595
O 1.5341 -2.9081 -1.3676
H 1.9477 0.3680 -5.0178
H 1.0123 0.2847 -7.2923
H -1.1930 -0.7602 -7.6989
H -2.4987 -1.6246 -5.7856
H -2.7904 -2.0854 -3.5626
H -2.6818 -3.1919 -1.2206
H -3.4703 -1.5920 -1.1758
H -2.4425 -2.5370 1.0997
H -2.0314 -0.8516 0.6408
H -0.5658 -3.4303 1.9297
H 1.3122 -4.5790 2.8332
H 3.4988 -5.6700 2.5547
H 4.7910 -5.3364 0.4721
H 3.8304 -4.0039 -1.3752
C -0.9372 2.6551 -2.3509
C -0.0836 2.0065 -1.2941
C 1.1708 2.7198 -0.8851
O -0.4425 0.9435 -0.7771
H -0.3850 3.3880 -2.9298
H -1.7650 3.1613 -1.8506
H -1.3575 1.8899 -3.0036
H 1.1297 3.7737 -1.1384
H 2.0202 2.2688 -1.3967
H 1.3341 2.6042 0.1860
N 6.0447 1.9949 1.4602
C 5.0571 1.3857 2.1871
O 5.0880 1.3810 3.4063
C 3.9949 0.7259 1.4092
C 4.0838 0.4070 0.0422
C 3.0121 -0.1755 -0.5861
N 1.8485 -0.4531 0.0280
C 1.7739 -0.1986 1.3495
C 2.7987 0.3711 2.0584
H 6.7484 2.4851 1.9876
H 5.9069 2.2597 0.5012
H 4.9911 0.5825 -0.5151
H 3.0495 -0.4292 -1.6407
H 0.8484 -0.4701 1.8401
H 2.7079 0.5698 3.1137
O 0.1256 2.2454 2.1145
S -0.9892 1.3845 1.7060
C -2.2882 2.5042 1.1188
C -2.2160 3.8535 1.4036
C -3.1909 4.7041 0.9110
C -4.2304 4.1961 0.1484
C -4.2841 2.8426 -0.1462
C -3.3027 1.9915 0.3300
C -1.8511 0.9494 3.2598
C -3.1353 0.4360 3.2708
C -3.6606 -0.0591 4.4514
C -2.9042 -0.0466 5.6132
C -1.6265 0.4878 5.5975
C -1.0998 0.9846 4.4197
H -1.3912 4.2260 1.9923
H -3.1328 5.7605 1.1225
H -4.9964 4.8549 -0.2304
H -5.0813 2.4444 -0.7550
H -3.3036 0.9443 0.0660
H -3.7325 0.4374 2.3719
H -4.6619 -0.4605 4.4640
H -3.3172 -0.4517 6.5251
H -1.0329 0.5111 6.4982
H -0.1079 1.4074 4.3728
*
```

Properties
- ΔE to the lowest compared entry with this formula, charge and spin (kcal/mol) = 37.52
- ⟨S²⟩ = 8.761
- LUMO (alpha / beta) (Eh) = -0.002 / -0.003
- frontier orbital gap (alpha / beta) (eV) = 5.70 / 7.07
- total energy (hartree) = -3575.99581
- HOMO level (alpha / beta) (eV) = -5.75 / -7.15